101
Properties=species:S:1:pos:R:3:lowdin_spin:R:1 method="wB97M-V/def2-TZVPD" e_lumo_ev="-7.853 / -7.855" homo_energy_ev="-16.191 / -16.196" charge=+3 relative_energy_kj_mol=0.0 gap_ha="0.306 / 0.307" largest_force_ha_per_bohr=0.0286 total_energy_ev=-156880.3398 multiplicity=3
Pr 0.4652 -0.2965 -0.0508 2.028
N 0.5395 -1.4893 -3.6228 0.000
C -0.6891 -1.1283 -3.2446 0.000
N -1.6899 -1.6129 -3.9541 0.000
C -2.9082 -1.2054 -3.6029 0.000
N -3.9607 -1.7239 -4.2112 0.000
N -3.1355 -0.2514 -2.6620 0.000
C -2.0989 0.1567 -1.9953 0.000
N -0.8210 -0.2882 -2.1629 -0.004
C -2.3316 1.2485 -1.0036 0.000
C -3.4951 1.9938 -1.0745 0.000
C -3.6857 3.0316 -0.1753 0.000
C -2.7007 3.2842 0.7649 0.000
C -1.5669 2.4959 0.7644 0.000
N -1.3676 1.4905 -0.0962 -0.003
H 0.6214 -2.0755 -4.4369 0.000
H 1.3593 -1.0743 -3.2196 0.000
H -3.8341 -2.4418 -4.9051 0.000
H -4.8853 -1.4184 -3.9575 0.000
H -4.2262 1.7481 -1.8296 0.000
H -4.5867 3.6292 -0.2109 0.000
H -2.8048 4.0804 1.4888 0.000
H -0.7774 2.6746 1.4817 0.000
S -0.9792 -1.4865 2.1356 -0.005
C -0.1696 -0.3911 3.1202 0.000
N -0.1619 -0.5420 4.4756 0.000
C 0.4698 0.3138 5.3040 0.000
C 1.1381 1.3779 4.7760 0.000
C 1.1047 1.5098 3.3858 0.000
N 0.4760 0.6683 2.5813 -0.001
H -0.6613 -1.3409 4.8510 0.000
H 0.4173 0.1065 6.3643 0.000
H 1.6622 2.0828 5.4020 0.000
H 1.6198 2.3368 2.9078 0.000
C 6.2624 1.6757 -1.6559 0.000
N 5.5217 0.9502 -0.6297 0.000
N 4.1545 0.8059 -0.6327 0.000
C 3.7709 0.2075 0.5388 0.000
O 2.5426 -0.0830 0.7535 -0.006
C 4.9329 -0.0143 1.2804 0.000
C 5.9912 0.4677 0.5305 0.000
C 7.4418 0.4892 0.8578 0.000
C 3.2913 1.1218 -1.7134 0.000
C 2.1115 1.8247 -1.4519 -0.001
C 1.2621 2.1475 -2.5039 0.000
C 1.5887 1.7912 -3.8058 0.000
C 2.7582 1.0884 -4.0550 0.000
C 3.5998 0.7275 -3.0081 0.000
H 5.5876 2.3123 -2.2195 0.000
H 6.7616 0.9895 -2.3392 0.000
H 7.0092 2.3031 -1.1765 0.000
H 4.9815 -0.4659 2.2561 0.000
H 7.6144 -0.0165 1.8034 0.000
H 7.8044 1.5152 0.9476 0.000
H 8.0290 -0.0040 0.0821 0.000
H 1.9453 2.2450 -0.4646 0.000
H 0.3779 2.7417 -2.3112 0.000
H 0.9457 2.0792 -4.6270 0.000
H 3.0281 0.8257 -5.0698 0.000
H 4.5040 0.1648 -3.2043 0.000
C 4.2246 -4.1765 0.8903 0.000
C 4.3810 -4.2810 -0.6367 0.000
C 4.6927 -2.8625 -1.1444 0.000
C 5.5833 -5.1959 -0.9576 0.000
Si 2.8749 -5.1226 -1.4599 0.000
Br 1.1680 -2.8589 -0.7167 -0.004
C 1.9170 -6.5274 -0.6136 0.000
C 2.2582 -7.8436 -1.3458 0.000
C 0.3956 -6.2934 -0.6815 0.000
C 2.2892 -6.7057 0.8655 0.000
C 2.7321 -5.0253 -3.3517 0.000
C 1.2667 -5.1763 -3.7934 0.000
C 3.5689 -6.1637 -3.9758 0.000
C 3.2719 -3.6968 -3.9032 0.000
H 5.1115 -3.6764 1.2912 0.000
H 4.1626 -5.1478 1.3678 0.000
H 3.3460 -3.5897 1.1661 0.000
H 5.5192 -2.4724 -0.5416 0.000
H 3.8420 -2.1903 -1.0234 0.000
H 5.0095 -2.8506 -2.1830 0.000
H 6.4759 -4.7966 -0.4692 0.000
H 5.7888 -5.2499 -2.0288 0.000
H 5.4357 -6.2153 -0.5882 0.000
H 1.8292 -7.8839 -2.3465 0.000
H 1.8276 -8.6679 -0.7729 0.000
H 3.3349 -8.0208 -1.4178 0.000
H 0.0239 -6.2183 -1.7012 0.000
H 0.0996 -5.3953 -0.1400 0.000
H -0.0969 -7.1494 -0.2126 0.000
H 3.3373 -6.9752 0.9998 0.000
H 1.6925 -7.5296 1.2647 0.000
H 2.0601 -5.8193 1.4575 0.000
H 0.8785 -6.1718 -3.5815 0.000
H 1.2104 -5.0414 -4.8777 0.000
H 0.6146 -4.4397 -3.3162 0.000
H 3.2082 -7.1521 -3.7015 0.000
H 4.6232 -6.1031 -3.6968 0.000
H 3.5090 -6.0818 -5.0643 0.000
H 2.8384 -2.8345 -3.3902 0.000
H 3.0276 -3.6321 -4.9678 0.000
H 4.3563 -3.6494 -3.8250 0.000